Density functional theory data (the ωB97M-V functional and the def2-TZVPD basis) for a cluster of 4 separate species, H8O4 in total at a distorted geometry.

Geometry as ORCA input:
```
! RIJCOSX wB97M-V def2-TZVPD def2/J DEFGRID3
* xyz 0 1
O -0.107 -3.014 0.298
H -0.935 -3.357 -0.027
H 0.072 -2.313 -0.346
O 0.053 0.840 1.287
H -0.630 0.528 1.897
H 0.858 0.600 1.655
O -0.002 -0.771 -1.172
H 0.036 -0.347 -0.342
H -0.412 -0.145 -1.715
O 0.034 2.772 -0.594
H 0.821 3.237 -0.872
H 0.212 1.972 -0.065
*
```

As for the energy above the lowest of the compared OMol25 structures with the same formula, charge and spin: 89.1 kJ/mol. The molar mass is 72.06 g mol⁻¹. The largest force on an atom comes out at 2.83 eV/A. The HOMO energy comes out at -10.9 eV. The calculation puts the total energy at -8319.752 eV. The structure (SMILES) is O.O.O.O.

Electronic structure analysis, Mulliken charges in units of e: -0.67 0.30 0.38 -0.69 0.30 0.31 -0.68 0.41 0.32 -0.65 0.30 0.37